# 1
Formula: H20O10
Source: OMol25
Level of theory: ωB97M-V/def2-TZVPD

Output
Frontier orbital gap ... 10.4 eV
DFT total energy ... -764.39616 a.u.
HOMO level ... -10.63 eV
Structure (SMILES) ... O.O.O.O.O.O.O.O.O.O

Geometry (Å):
O  1.96492  1.34240  -2.43072
H  1.30379  0.97445  -1.82017
H  2.47753  1.96718  -1.90865
O  -1.19799  -2.20382  -3.08227
H  -1.31203  -1.37273  -3.55383
H  -0.51943  -2.01315  -2.42322
O  -0.72403  2.28678  2.09667
H  -1.17770  3.13444  2.14565
H  -1.01475  1.89925  1.25948
O  0.43494  -2.09439  2.46461
H  0.83265  -2.86599  2.88526
H  1.18555  -1.54744  2.19422
O  -3.19632  -1.73954  -0.91880
H  -3.39283  -2.45270  -1.53454
H  -2.72365  -1.07979  -1.45745
O  -2.32718  0.43950  -2.37538
H  -2.29499  1.10996  -3.06660
H  -1.72441  0.77056  -1.68740
O  2.14256  0.70309  1.16592
H  2.92568  0.61403  1.73019
H  2.44132  1.23387  0.41727
O  -0.30597  -2.07172  -0.32655
H  -1.16265  -2.52808  -0.27771
H  0.00969  -2.02459  0.59527
O  2.49859  1.98890  3.72823
H  2.89558  2.76964  3.32819
H  2.01500  1.55891  3.00594
O  -0.17544  0.69624  -0.27075
H  -0.26625  -0.27403  -0.41087
H  0.38782  0.77874  0.52803

Atom charges from the natural (NBO) analysis, given in e for atoms 1 to 5: atom 1 (O): -0.948, atom 2 (H): 0.487, atom 3 (H): 0.454, atom 4 (O): -0.959, atom 5 (H): 0.475

***

# 2
Formula: H20O10
Source: OMol25
Level of theory: ωB97M-V/def2-TZVPD

Output
Frontier orbital gap ... 11.2 eV
DFT total energy ... -764.35421 a.u.
HOMO level ... -11.14 eV
Structure (SMILES) ... O.O.O.O.O.O.O.O.O.O

Geometry (Å):
O  -0.89183  -0.66086  3.69573
H  -0.13537  -0.27505  3.23883
H  -1.14133  -1.40713  3.14094
O  -4.00496  -0.72039  -1.27043
H  -3.86118  -0.05545  -0.58206
H  -3.33319  -1.35590  -0.98295
O  2.83550  2.30777  0.57154
H  3.13658  1.40044  0.53922
H  3.11874  2.64606  -0.28485
O  2.52996  0.20568  -1.43455
H  1.87673  0.16071  -0.72312
H  2.18954  -0.42073  -2.07866
O  -2.88964  2.40944  -0.08908
H  -2.37111  2.94510  0.51678
H  -3.75456  2.47627  0.33713
O  -1.36162  -2.45821  -1.69212
H  -1.63398  -2.50170  -0.77801
H  -2.01923  -2.24057  -2.35139
O  2.26380  -1.63064  2.14092
H  2.59353  -2.09930  2.91542
H  3.08218  -1.30141  1.75223
O  -0.65963  -0.08876  0.01718
H  -1.13008  0.74085  -0.13173
H  -0.57304  -0.19602  0.96729
O  0.23824  3.56709  -1.69198
H  0.65976  4.13062  -1.03665
H  0.72655  2.73797  -1.64196
O  1.29232  -2.60604  -0.76415
H  2.02292  -3.20383  -0.59147
H  1.19438  -2.50598  -1.70805

Atom charges from the natural (NBO) analysis, given in e for atoms 1 to 5: atom 1 (O): -0.937, atom 2 (H): 0.471, atom 3 (H): 0.467, atom 4 (O): -0.931, atom 5 (H): 0.469

***

# 3
Formula: H20O10
Source: OMol25
Level of theory: ωB97M-V/def2-TZVPD

Output
Frontier orbital gap ... 10.6 eV
DFT total energy ... -764.31833 a.u.
HOMO level ... -10.86 eV
Structure (SMILES) ... O.O.O.O.O.O.O.O.O.O

Geometry (Å):
H  -0.01958  0.41282  0.55903
H  -0.13760  -0.81654  1.58736
H  -2.06393  -2.48628  -1.51507
H  -2.19047  -1.01872  -1.94252
H  0.03353  3.91286  4.11145
H  -0.43168  4.32550  2.79346
H  0.57099  0.96212  2.84943
H  1.93563  0.53326  2.34841
H  -3.84169  2.69737  1.85066
H  -2.79437  2.68159  3.10361
H  1.60101  -3.69224  3.88174
H  1.41922  -3.45647  2.51073
H  2.55147  -0.88511  -2.05569
H  2.92953  -1.57416  -3.34675
H  -3.97251  1.91810  -2.98731
H  -3.13864  2.22617  -1.63039
H  2.03296  -4.67354  -2.48534
H  2.38107  -3.46048  -1.69960
H  1.72681  0.81557  -4.27965
H  0.56236  1.34654  -3.54303
O  0.35111  -0.46252  0.82476
O  -1.90252  -1.86124  -2.23038
O  -0.56439  3.61473  3.43333
O  1.47688  1.31034  2.87167
O  -3.62990  2.35101  2.78553
O  1.71815  -2.98639  3.23763
O  2.84283  -0.69902  -2.87930
O  -3.13139  1.76543  -2.54519
O  2.35084  -4.48775  -1.59867
O  1.33432  1.68703  -4.00991

Atom charges from the natural (NBO) analysis, given in e for atoms 1 to 5: atom 1 (H): 0.484, atom 2 (H): 0.479, atom 3 (H): 0.469, atom 4 (H): 0.474, atom 5 (H): 0.477

***

# 4
Formula: H20O10
Source: OMol25
Level of theory: ωB97M-V/def2-TZVPD

Output
Frontier orbital gap ... 10.4 eV
DFT total energy ... -764.32307 a.u.
HOMO level ... -10.90 eV
Structure (SMILES) ... O.O.O.O.O.O.O.O.O.O

Geometry (Å):
H  -0.26947  -0.61804  1.55352
H  0.87412  0.34418  1.27718
H  0.51112  -4.56973  -1.09625
H  -0.05498  -3.20073  -1.43598
H  -2.02321  1.23323  -0.26767
H  -0.50779  1.34843  -0.28415
H  3.02124  1.76126  0.16448
H  1.94095  2.78866  -0.13125
H  -1.04360  -0.02263  3.09795
H  -0.27012  0.10805  4.39975
H  3.11080  -2.93235  -0.04143
H  3.18935  -1.49680  0.45157
H  -2.98598  -0.42053  0.83597
H  -2.87601  -0.91804  -0.59596
H  -1.93997  3.30181  1.36664
H  -1.85125  4.00921  0.02434
H  0.93297  1.77335  -0.97941
H  1.31654  0.32880  -1.25542
H  -0.89762  0.02348  -2.84605
H  0.41307  -0.52774  -3.38299
O  0.40191  -0.40451  0.89577
O  -0.13956  -3.92219  -0.80247
O  -1.22402  0.72201  -0.43779
O  2.40744  2.36485  0.59797
O  -0.39277  -0.47765  3.64418
O  2.96163  -2.02280  -0.32331
O  -3.32731  -1.09434  0.23725
O  -1.60509  4.10453  0.95133
O  1.35080  1.21124  -1.64156
O  -0.50680  -0.77038  -3.22821

Atom charges from the natural (NBO) analysis, given in e for atoms 1 to 5: atom 1 (H): 0.475, atom 2 (H): 0.466, atom 3 (H): 0.459, atom 4 (H): 0.480, atom 5 (H): 0.453

***

# 5
Formula: H20O10
Source: OMol25
Level of theory: ωB97M-V/def2-TZVPD

Output
Frontier orbital gap ... 10.9 eV
DFT total energy ... -764.39774 a.u.
HOMO level ... -10.79 eV
Structure (SMILES) ... O.O.O.O.O.O.O.O.O.O

Geometry (Å):
O  -0.97803  -0.34880  -3.56477
H  -1.45303  0.34820  -4.01977
H  -0.78103  -0.00680  -2.71777
O  3.08997  0.68520  -1.91777
H  2.54797  1.47820  -1.72777
H  2.52997  -0.05680  -1.70677
O  1.29297  -1.54480  -1.37477
H  1.68297  -1.81280  -2.24477
H  1.63797  -2.14980  -0.77377
O  -0.45003  -0.10780  0.43923
H  0.12097  -0.68580  -0.14477
H  -0.84703  0.40420  -0.28877
O  -1.42003  1.56420  -1.55977
H  -0.57403  2.07320  -1.66377
H  -2.11003  2.09320  -1.10677
O  -3.28703  2.45620  0.30223
H  -2.87403  2.10320  1.07523
H  -3.29803  3.33620  0.63723
O  1.93697  1.00920  1.28923
H  2.50997  0.20220  1.30623
H  1.12297  0.65820  0.89023
O  -0.27203  -2.11780  2.72923
H  -0.10903  -1.56180  3.47123
H  -0.85803  -1.60780  2.18823
O  -1.56703  1.62020  2.37623
H  -1.09103  0.93320  1.92123
H  -1.84703  1.20020  3.15523
O  1.90697  -3.28680  0.67823
H  1.09897  -2.99580  1.11723
H  2.33797  -3.88180  1.23523

Atom charges from the natural (NBO) analysis, given in e for atoms 1 to 5: atom 1 (O): -0.944, atom 2 (H): 0.469, atom 3 (H): 0.473, atom 4 (O): -0.954, atom 5 (H): 0.466

***

# 6
Formula: H20O10
Source: OMol25
Level of theory: ωB97M-V/def2-TZVPD

Output
Frontier orbital gap ... 10.0 eV
DFT total energy ... -764.27981 a.u.
HOMO level ... -10.42 eV
Structure (SMILES) ... O.O.O.O.O.O.O.O.O.O

Geometry (Å):
H  0.33856  0.13141  -0.81580
H  0.51111  0.19717  0.69283
H  1.04186  -3.34981  1.78049
H  -0.46935  -3.30888  1.62360
H  -2.60357  -2.83396  -0.53498
H  -1.61488  -2.32515  -1.57115
H  3.32559  2.73143  -0.92570
H  4.75988  2.64018  -1.42020
H  4.47430  0.24227  0.81036
H  5.40540  -0.06257  -0.35161
H  1.74993  -2.67849  0.11233
H  2.98160  -2.72564  1.00161
H  -1.20370  1.95356  3.00637
H  -2.17939  1.06911  2.24753
H  -3.95594  -1.62368  -1.24070
H  -3.31414  -1.72764  -2.61450
H  -0.60797  1.77003  -0.46271
H  -0.66849  3.28178  -0.60757
H  -3.41694  2.35834  0.95244
H  -2.66279  3.14172  2.01432
O  0.59754  -0.40283  -0.05652
O  0.28283  -3.91021  1.58345
O  -2.29864  -2.02526  -0.96162
O  3.94423  3.13897  -1.54230
O  4.61172  -0.38408  0.09078
O  2.59251  -2.23696  0.26758
O  -1.67064  1.88368  2.16608
O  -4.17048  -1.64392  -2.18014
O  -0.96575  2.46579  -1.02564
O  -3.15970  3.25466  1.19621

Atom charges from the natural (NBO) analysis, given in e for atoms 1 to 5: atom 1 (H): 0.469, atom 2 (H): 0.463, atom 3 (H): 0.465, atom 4 (H): 0.471, atom 5 (H): 0.476

***

Relative energy (zero: lowest compared OMol25 entry of this formula, charge and spin) list, top to bottom, in kJ/mol: 225.2; 335.3; 429.5; 417.1; 221.0; 530.6